Computed, not measured: 10 unconnected molecules or ions with the total composition C35H41F8N8O7S in a non-equilibrium geometry, with ωB97M-V/def2-TZVPD.

Calculated values
- HOMO-LUMO gap: 9.29 eV
- Total energy: -95795.0142 eV
- Net charge: -1
- HOMO: -6.973 eV

Atoms and positions in Å:
C: 1.541 -1.237 -2.371
F: 0.987 -0.644 -3.428
F: 1.111 -2.517 -2.351
F: 2.867 -1.283 -2.476
S: 1.105 -0.380 -0.784
O: 1.467 1.009 -0.967
O: -0.349 -0.515 -0.670
O: 1.859 -1.040 0.223
F: -5.539 4.431 -2.672
C: -6.674 3.704 -2.946
C: -7.900 4.336 -3.094
C: -9.021 3.580 -3.208
C: -8.895 2.174 -3.124
C: -7.631 1.595 -2.985
C: -6.487 2.339 -2.902
H: -7.861 5.500 -3.116
H: -9.977 4.039 -3.378
H: -9.795 1.569 -3.220
H: -7.533 0.477 -3.062
H: -5.528 1.879 -2.884
F: -1.985 -5.068 -2.229
C: -0.703 -5.447 -1.979
C: -0.343 -5.583 -0.633
C: 0.982 -5.902 -0.397
C: 1.924 -6.220 -1.382
C: 1.492 -6.094 -2.712
C: 0.151 -5.790 -3.053
H: -1.122 -5.502 0.116
H: 1.337 -5.982 0.621
H: 2.961 -6.503 -1.136
H: 2.183 -6.117 -3.520
H: -0.134 -5.732 -4.078
F: -0.919 2.547 -2.924
C: -0.954 3.499 -1.976
C: -1.816 3.345 -0.936
C: -1.751 4.235 0.141
C: -0.905 5.292 0.089
C: -0.065 5.519 -1.052
C: -0.128 4.613 -2.099
H: -2.515 2.498 -0.846
H: -2.263 4.075 1.068
H: -0.903 5.891 0.971
H: 0.622 6.375 -1.140
H: 0.499 4.696 -2.957
F: 2.627 5.105 -3.577
C: 3.392 4.003 -3.464
C: 2.959 2.757 -3.821
C: 3.881 1.687 -3.786
C: 5.191 1.931 -3.556
C: 5.671 3.234 -3.264
C: 4.773 4.283 -3.255
H: 1.957 2.608 -4.062
H: 3.484 0.663 -3.920
H: 5.990 1.197 -3.612
H: 6.766 3.424 -3.150
H: 4.929 5.302 -2.933
F: -2.622 -2.540 7.061
C: -1.350 -2.337 6.714
C: -1.135 -1.254 5.916
C: 0.196 -1.117 5.557
C: 1.207 -1.918 5.910
C: 0.900 -3.023 6.774
C: -0.388 -3.248 7.139
H: -1.861 -0.452 5.710
H: 0.458 -0.190 5.097
H: 2.215 -1.804 5.537
H: 1.695 -3.729 7.020
H: -0.621 -4.086 7.696
C: 5.292 0.536 -0.181
O: 6.402 0.852 -0.560
N: 4.858 -0.737 -0.293
N: 4.348 1.395 0.354
H: 5.628 -1.315 -0.616
H: 4.010 -1.129 -0.003
H: 3.393 1.152 0.147
H: 4.477 2.365 0.076
C: -1.727 -3.135 1.190
O: -2.136 -4.143 1.663
N: -2.019 -2.761 -0.112
N: -1.005 -2.188 1.838
H: -2.672 -3.386 -0.540
H: -1.632 -1.960 -0.615
H: -0.443 -1.553 1.255
H: -0.544 -2.684 2.560
C: 3.455 -1.829 3.642
O: 3.931 -2.371 4.667
N: 3.802 -0.494 3.432
N: 2.464 -2.325 2.816
H: 4.377 -0.099 4.126
H: 3.564 -0.023 2.519
H: 2.356 -1.979 1.885
H: 2.153 -3.302 3.049
C: -2.161 1.518 2.122
O: -2.620 2.495 2.713
N: -0.888 1.496 1.714
N: -2.908 0.381 1.916
H: -0.437 2.394 1.590
H: -0.805 0.738 1.072
H: -3.812 0.416 2.343
H: -2.407 -0.485 1.955


Computed, not measured: a molecular structure, C35H41N2P2SSi2TeV, with ωB97M-V/def2-TZVPD.

Calculated values
- HOMO-LUMO gap: 7.01 eV
- Total energy: -118079.4415 eV
- Net charge: +2
- Energy above the lowest of the compared OMol25 structures with the same formula, charge and spin: 0.00 kJ/mol
- HOMO: -13.687 eV

Atoms and positions in Å:
V: 0.136 -0.913 -0.582
C: -1.195 -3.302 1.438
Si: -2.393 -1.884 1.321
C: -2.376 -0.894 2.897
C: -4.103 -2.369 0.799
N: -1.662 -0.884 0.016
P: -1.749 0.701 -0.407
C: -0.004 0.838 -0.736
P: 1.638 0.959 -0.092
N: 1.854 -0.663 0.110
Si: 3.406 -1.585 0.315
C: 4.223 -1.616 -1.351
C: 2.925 -3.281 0.902
C: 4.412 -0.708 1.608
C: 1.715 1.821 1.463
C: 1.574 1.104 2.651
C: 1.548 1.786 3.857
C: 1.656 3.171 3.872
C: 1.793 3.884 2.686
C: 1.825 3.212 1.475
C: 2.711 1.714 -1.290
C: 2.327 1.778 -2.629
C: 3.212 2.277 -3.569
C: 4.473 2.705 -3.175
C: 4.852 2.651 -1.839
C: 3.973 2.158 -0.889
C: -2.651 0.920 -1.923
C: -3.370 -0.143 -2.463
C: -4.080 0.046 -3.639
C: -4.059 1.282 -4.271
C: -3.338 2.341 -3.730
C: -2.636 2.166 -2.550
C: -2.436 1.763 0.842
C: -3.831 1.868 0.817
C: -4.480 2.566 1.821
C: -3.744 3.170 2.832
C: -2.358 3.083 2.842
C: -1.698 2.375 1.851
H: -1.497 -4.012 2.211
H: -0.201 -2.941 1.727
H: -1.110 -3.851 0.499
H: -2.590 -1.555 3.740
H: -3.126 -0.101 2.904
H: -1.398 -0.440 3.075
H: -4.546 -3.018 1.557
H: -4.098 -2.917 -0.144
H: -4.755 -1.499 0.693
H: 3.508 -1.919 -2.121
H: 5.041 -2.339 -1.355
H: 4.636 -0.646 -1.634
H: 2.593 -3.924 0.085
H: 2.141 -3.256 1.660
H: 3.793 -3.762 1.358
H: 4.593 0.344 1.383
H: 5.388 -1.194 1.679
H: 3.948 -0.772 2.593
H: 1.487 0.025 2.628
H: 1.448 1.239 4.785
H: 1.640 3.700 4.816
H: 1.880 4.962 2.707
H: 1.932 3.765 0.550
H: 1.336 1.459 -2.928
H: 2.919 2.338 -4.608
H: 5.164 3.092 -3.912
H: 5.831 2.998 -1.538
H: 4.265 2.129 0.153
H: -3.366 -1.109 -1.972
H: -4.645 -0.772 -4.064
H: -4.610 1.424 -5.191
H: -3.330 3.302 -4.225
H: -2.086 2.994 -2.117
H: -4.404 1.416 0.016
H: -5.558 2.650 1.807
H: -4.254 3.722 3.611
H: -1.788 3.567 3.623
H: -0.622 2.308 1.865
Te: 0.229 -1.550 -3.044
C: -0.312 -3.421 -2.281
C: 0.521 -4.443 -1.903
C: -0.183 -5.618 -1.535
C: -1.534 -5.466 -1.644
S: -1.961 -3.915 -2.217
H: 1.600 -4.364 -1.932
H: 0.289 -6.531 -1.208
H: -2.298 -6.197 -1.430


Computed, not measured: a molecular structure, C35H41N3O2PPd, with ωB97M-V/def2-TZVPD.

Calculated values
- HOMO-LUMO gap (spin up / spin down): 8.77 / 5.48 eV
- Total energy: -58266.2107 eV
- 2S+1: 5
- ⟨S²⟩: 6.02
- Net charge: +3
- HOMO (spin up / spin down): -16.368 / -16.734 eV

Atoms and positions in Å:
Pd: 1.010 0.266 0.423
C: 4.249 1.382 -0.781
C: 4.526 -0.005 -0.203
C: 4.369 -0.049 1.317
C: 3.678 -1.062 -0.937
C: 4.334 -2.444 -0.885
O: 3.234 -3.340 -0.651
C: 2.143 -2.641 -0.408
N: 2.287 -1.349 -0.450
C: 0.938 -3.476 -0.252
C: 1.161 -4.861 -0.210
C: 0.116 -5.763 -0.235
C: -1.187 -5.300 -0.322
C: -1.428 -3.937 -0.339
C: -0.384 -3.015 -0.292
P: -0.942 -1.272 -0.276
C: -1.763 -1.084 -1.877
C: -2.931 -0.326 -2.022
C: -3.576 -0.281 -3.247
C: -3.043 -0.952 -4.342
C: -1.859 -1.668 -4.213
C: -1.214 -1.730 -2.990
C: -2.204 -1.264 1.034
C: -3.561 -1.522 0.811
C: -4.422 -1.642 1.889
C: -3.953 -1.500 3.188
C: -2.607 -1.244 3.414
C: -1.737 -1.127 2.344
H: 4.738 2.158 -0.194
H: 3.173 1.576 -0.808
H: 4.619 1.453 -1.804
H: 5.565 -0.255 -0.429
H: 3.406 0.365 1.623
H: 5.149 0.548 1.790
H: 4.449 -1.067 1.704
H: 3.576 -0.734 -1.975
H: 5.046 -2.551 -0.065
H: 4.817 -2.730 -1.815
H: 2.174 -5.229 -0.168
H: 0.320 -6.824 -0.209
H: -2.016 -5.993 -0.375
H: -2.449 -3.589 -0.398
H: -3.360 0.189 -1.171
H: -4.507 0.263 -3.345
H: -3.553 -0.919 -5.296
H: -1.445 -2.188 -5.067
H: -0.300 -2.302 -2.892
H: -3.948 -1.664 -0.188
H: -5.467 -1.861 1.713
H: -4.633 -1.602 4.023
H: -2.240 -1.140 4.426
H: -0.687 -0.945 2.516
C: 1.844 -0.370 4.575
C: 1.323 0.793 3.788
N: 1.354 1.989 4.356
O: 0.871 0.646 2.630
H: 1.924 -0.148 5.636
H: 2.833 -0.638 4.199
H: 1.194 -1.232 4.434
H: 1.690 2.111 5.298
H: 1.006 2.802 3.873
C: -3.342 3.642 -0.594
N: -2.520 3.112 -1.644
C: -2.760 3.540 -2.991
C: -1.365 2.329 -1.324
C: -0.233 3.112 -0.650
C: -0.137 4.491 -0.778
C: 0.898 5.191 -0.174
C: 1.832 4.513 0.592
C: 1.751 3.132 0.712
C: 0.736 2.427 0.082
H: -4.380 3.702 -0.921
H: -3.035 4.666 -0.338
H: -3.262 3.036 0.307
H: -3.831 3.594 -3.189
H: -2.279 2.873 -3.702
H: -2.361 4.553 -3.151
H: -0.993 1.856 -2.233
H: -1.653 1.553 -0.609
H: -0.863 5.042 -1.364
H: 0.973 6.263 -0.305
H: 2.634 5.046 1.084
H: 2.493 2.623 1.316


Q: Which value of total energy does entry 1 give?
A: -95795.0142 eV